# C64H143N7O10

A 10-piece molecular cluster, C64H143N7O10 overall (ωB97M-V/def2-TZVPD, OMol25).

## Properties
HOMO-LUMO gap = 8.43 eV
SMILES = CC1(C)CCCC(C)(C)N1O.CC1(C)CCCC(C)(C)N1O.CC1(C)CCCC(C)(C)N1O.CC1(C)CCCC(C)(C)N1O.CC1(C)CCCC(C)(C)N1O.CC1(C)CCCC(C)(C)N1O.COC[C@H](C)N.CCO.CCO.CCO
energy above the lowest of the compared OMol25 structures with the same formula, charge and spin = 0.0 kcal/mol
HOMO level = -7.918 eV
net charge = 0
spin multiplicity = 1

Positions of all 224 atoms, in Å:
C1 2.06439 -0.47124 -5.94384
C2 0.97141 -1.10951 -6.84852
C3 1.67762 -1.39754 -8.20766
C4 0.55553 -2.51122 -6.41035
C5 -0.57842 -2.53091 -5.39766
C6 -1.73168 -1.64725 -5.82538
C7 -1.27599 -0.17105 -6.10334
C8 -2.49696 0.49373 -6.70385
C9 -0.93883 0.49399 -4.71566
N1 -0.18436 -0.17980 -7.07481
O1 0.20789 1.06851 -7.50766
H1 1.87388 -0.51996 -4.87172
H2 3.00840 -1.00819 -6.03680
H3 2.29161 0.55690 -6.22560
H4 2.14903 -2.36749 -8.36594
H5 0.95228 -1.34575 -9.01964
H6 2.40919 -0.63079 -8.46260
H7 0.14234 -3.03194 -7.27420
H8 1.44591 -3.10463 -6.20255
H9 -0.99935 -3.53096 -5.29370
H10 -0.15849 -2.21176 -4.44377
H11 -2.50484 -1.72475 -5.06098
H12 -2.11693 -2.07014 -6.75320
H13 -2.31621 1.55137 -6.89575
H14 -3.41145 0.31069 -6.13966
H15 -2.69687 0.10838 -7.70367
H16 -0.19957 -0.12947 -4.21278
H17 -1.79735 0.41964 -4.04819
H18 -0.46478 1.47544 -4.72695
H19 -0.24995 1.03275 -8.35069
C10 -4.16356 -2.60809 -2.31934
C11 -5.26971 -1.75706 -1.58938
C12 -5.10210 -0.22693 -1.88931
C13 -6.65392 -2.05679 -2.15110
C14 -7.16808 -3.45711 -1.70361
C15 -7.09300 -3.52718 -0.20755
C16 -5.79371 -3.12075 0.59620
C17 -6.21243 -2.74897 2.02590
C18 -4.83661 -4.28085 0.62250
N2 -5.18602 -1.97610 -0.09505
O2 -4.02656 -1.53384 0.48015
H20 -4.32605 -3.67759 -2.18571
H21 -4.07756 -2.45875 -3.39563
H22 -3.16280 -2.41411 -1.93340
H23 -5.95943 0.34845 -1.53998
H24 -4.17237 0.16778 -1.47955
H25 -5.07271 -0.09212 -2.97054
H26 -7.35468 -1.27091 -1.86928
H27 -6.59019 -2.01920 -3.23858
H28 -8.14639 -3.67522 -2.13191
H29 -6.51023 -4.21206 -2.13417
H30 -7.46833 -4.52301 0.02812
H31 -7.88485 -2.89999 0.20198
H32 -6.96649 -1.96438 2.08857
H33 -5.36423 -2.57938 2.68914
H34 -6.77943 -3.59315 2.41829
H35 -3.95594 -3.95913 1.17840
H36 -4.42646 -4.54450 -0.35237
H37 -5.26518 -5.14699 1.12671
H38 -4.33698 -0.74849 0.93672
C19 5.03606 5.92250 -2.29040
C20 3.54050 5.60959 -2.23996
C21 3.09411 5.30582 -0.73584
C22 2.96823 6.84876 -2.93008
C23 1.50958 6.74071 -3.24097
C24 1.33849 5.54192 -4.12584
C25 2.05639 4.22090 -3.68764
C26 1.12609 3.46077 -2.70873
C27 2.27142 3.48384 -5.11370
N3 3.39280 4.46812 -3.16043
O3 4.06163 3.34535 -2.71436
H39 5.41313 6.18118 -3.27985
H40 5.26950 6.77987 -1.65912
H41 5.62992 5.08373 -1.92725
H42 2.08968 4.88265 -0.74778
H43 3.78011 4.60012 -0.26733
H44 3.03142 6.25459 -0.20292
H45 3.07108 7.62294 -2.16971
H46 3.56604 7.20235 -3.77014
H47 0.95995 6.65979 -2.30318
H48 1.05841 7.61686 -3.70673
H49 1.52298 5.76841 -5.17597
H50 0.27136 5.33194 -4.19826
H51 0.42635 2.76054 -3.16497
H52 0.57270 4.10898 -2.02925
H53 1.75711 2.87435 -2.04088
H54 1.29257 3.34812 -5.57363
H55 2.81557 2.54418 -5.01871
H56 2.91421 4.07512 -5.76585
H57 4.59042 3.03013 -3.45099
C28 -2.77838 0.73918 5.98339
C29 -2.14632 2.08154 5.58597
C30 -2.59499 2.42381 4.16995
C31 -2.82890 3.22601 6.48015
C32 -2.22623 3.27616 7.88147
C33 -0.63739 3.32774 7.85194
C34 -0.00252 2.21198 6.93097
C35 1.48610 2.75937 6.73100
C36 -0.02405 0.88764 7.62376
N4 -0.66435 2.20221 5.65301
O4 -0.03999 1.28085 4.77769
H58 -2.15287 -0.13897 5.82309
H59 -3.08319 0.67857 7.02815
H60 -3.73624 0.42479 5.56896
H61 -1.96492 3.22370 3.78099
H62 -2.53994 1.57834 3.48420
H63 -3.55490 2.93758 4.22206
H64 -2.92355 4.22478 6.05401
H65 -3.87293 2.94893 6.62621
H66 -2.66650 4.07644 8.47630
H67 -2.60781 2.40863 8.41988
H68 -0.33836 3.22113 8.89469
H69 -0.39777 4.36864 7.63469
H70 1.97924 2.36812 5.84115
H71 2.11770 2.62582 7.60927
H72 1.42990 3.81917 6.48246
H73 0.38991 0.94708 8.63034
H74 0.41118 0.01152 7.14303
H75 -1.03439 0.57231 7.88432
H76 0.03271 1.89905 4.04684
C37 6.17454 -1.26792 3.05116
C38 5.45606 -1.20116 1.69236
C39 6.36865 -2.02953 0.71427
C40 4.07868 -2.01936 1.69500
C41 2.88799 -1.21231 2.25116
C42 2.79856 0.14880 1.52376
C43 4.07494 1.03545 1.48679
C44 3.82046 2.13105 0.39588
C45 4.27413 1.63373 2.89872
N5 5.19314 0.15296 1.05115
O5 6.32573 0.86921 0.98099
H77 5.49290 -1.09861 3.88471
H78 6.62530 -2.23143 3.28898
H79 6.97969 -0.56612 3.26864
H80 6.70243 -2.98803 1.11170
H81 5.84873 -2.29418 -0.20646
H82 7.29373 -1.50153 0.48287
H83 3.87850 -2.50638 0.74062
H84 4.26059 -2.79174 2.44229
H85 1.86573 -1.58296 2.17572
H86 3.05012 -0.99560 3.30702
H87 2.00949 0.67873 2.05728
H88 2.38840 -0.04710 0.53305
H89 2.96370 2.71849 0.72599
H90 3.61217 1.63945 -0.55441
H91 4.74099 2.70027 0.26662
H92 3.31854 2.02750 3.24497
H93 5.05966 2.38912 2.91934
H94 4.51790 0.97560 3.73271
H95 6.46128 1.20058 1.87174
C46 1.12946 -7.06377 -2.59744
C47 0.67959 -5.66751 -3.00428
C48 1.13798 -5.38111 -4.47964
C49 -0.89664 -5.70044 -2.99933
C50 -1.50632 -5.53837 -1.58374
C51 -0.89394 -4.34355 -0.92366
C52 0.58045 -4.26416 -0.85223
C53 0.97105 -2.81810 -0.48339
C54 1.06934 -5.21499 0.21089
N6 1.23386 -4.59419 -2.13406
O6 2.61432 -4.47842 -2.10380
H96 0.98373 -7.79213 -3.39516
H97 2.18316 -6.97474 -2.33308
H98 0.50012 -7.41717 -1.78065
H99 2.21311 -5.54810 -4.54531
H100 0.63371 -5.88136 -5.30642
H101 1.06085 -4.32038 -4.71840
H102 -1.23358 -4.96266 -3.72753
H103 -1.19007 -6.68715 -3.35765
H104 -2.58949 -5.47647 -1.68864
H105 -1.27035 -6.41205 -0.97619
H106 -1.22994 -4.21771 0.10560
H107 -1.23407 -3.46580 -1.47316
H108 0.51901 -2.35119 0.39168
H109 0.82778 -2.09678 -1.28792
H110 2.04574 -2.88500 -0.31402
H111 2.07125 -4.98714 0.57469
H112 1.15921 -6.24359 -0.13841
H113 0.33580 -5.23874 1.01677
H114 2.86009 -3.64813 -2.51829
C55 2.15382 -2.93226 5.84157
O7 1.19275 -2.94585 4.79840
C56 -0.18630 -2.94323 5.21067
C57 -1.14087 -2.54979 4.03991
C58 -1.06264 -3.48683 2.82522
N7 -0.77574 -1.18571 3.67632
H115 1.79997 -3.57545 6.64730
H116 2.21271 -1.95816 6.32714
H117 3.16780 -3.21257 5.55634
H118 -0.43015 -3.95221 5.54323
H119 -0.19028 -2.32876 6.11095
H120 -2.11566 -2.52215 4.52686
H121 -0.09888 -3.39130 2.32508
H122 -1.79757 -3.25208 2.05524
H123 -1.09343 -4.50567 3.21136
H124 0.21895 -1.36091 3.67677
H125 -0.95493 -0.57730 4.46234
C59 -0.34003 1.08121 -0.72084
C60 -1.26441 0.44191 0.33355
O8 -0.77521 0.89349 1.62402
H126 0.72093 0.92729 -0.52392
H127 -0.52775 2.15463 -0.69531
H128 -0.61029 0.80894 -1.74110
H129 -1.22617 -0.64081 0.45334
H130 -2.26567 0.84575 0.18359
H131 -0.75836 0.14298 2.22240
C61 -3.56808 3.34697 0.82107
C62 -3.58695 4.86800 0.98145
O9 -3.57631 5.59239 -0.23348
H132 -2.76738 3.05441 0.14182
H133 -4.51837 3.08801 0.35417
H134 -3.49257 2.91388 1.81848
H135 -2.71760 5.28791 1.48743
H136 -4.52339 5.22430 1.41065
H137 -3.65521 6.49394 0.08680
C63 2.64802 4.78834 2.99726
C64 1.16918 4.54034 2.55761
O10 0.84611 3.26339 2.80131
H138 3.37490 4.28604 2.35894
H139 2.73768 4.58315 4.06401
H140 2.90288 5.84266 2.88974
H141 1.11554 4.68729 1.47889
H142 0.49335 5.27602 2.99366
H143 0.21707 3.04481 2.10984